Entry 1:
C17H16N2O5Pt | ωB97M-V with the def2-TZVPD basis set

```
! RIJCOSX wB97M-V def2-TZVPD def2/J DEFGRID3
* xyz 2 3
Pt -0.0804 0.0147 -3.5003
O -0.0730 3.0809 -2.9553
C -0.0243 1.9960 -3.3407
C -0.1799 -1.9613 -3.2455
O -0.2661 -3.0695 -2.9379
C 1.8917 -0.1148 -3.5431
O 3.0028 -0.2882 -3.2855
C -2.0644 0.1049 -3.3462
O -3.1554 0.0953 -2.9885
C -0.0566 0.6361 -7.0996
H -0.9608 1.2554 -7.1042
H 0.9026 1.1656 -7.0830
C -0.1202 -0.6998 -7.1664
H 0.7851 -1.3165 -7.2053
H -1.0793 -1.2269 -7.2275
C 1.2363 0.7558 4.3310
N 1.1082 0.7544 2.8892
N 0.2158 0.0427 2.1664
C 0.4045 0.3241 0.7830
O -0.3009 -0.1528 -0.1174
C 1.5123 1.2378 0.7828
C 1.8952 1.4839 2.0736
C 2.9349 2.3962 2.5909
C -0.7917 -0.8104 2.7025
C -1.6058 -0.3789 3.7524
C -2.7539 -1.0907 4.0868
C -3.0948 -2.2452 3.3730
C -2.2357 -2.7203 2.3696
C -1.0424 -2.0583 2.1034
H 2.2734 0.5244 4.5912
H 0.5739 0.0203 4.7782
H 1.0052 1.7589 4.7073
H 1.9561 1.6551 -0.0966
H 2.5363 3.2318 3.1877
H 3.7134 1.9010 3.1888
H 3.4219 2.8295 1.7108
H -1.3154 0.5055 4.3214
H -3.3901 -0.7429 4.8957
H -4.0219 -2.7857 3.5951
H -2.4860 -3.6207 1.8066
H -0.2707 -2.4872 1.4557
*
```

## Properties
- HOMO (alpha / beta) (eV) = -13.051 / -14.883
- HOMO-LUMO gap (alpha / beta) (eV) = 5.85 / 5.62
- ΔE to the lowest compared entry with this formula, charge and spin (kcal per mole) = 0.00

Entry 2:
C17H16N4O6Pd | ωB97M-V with the def2-TZVPD basis set

```
! RIJCOSX wB97M-V def2-TZVPD def2/J DEFGRID3
* xyz 0 1
Pd 0.4141 0.5282 0.0878
C -5.0277 -0.6924 -0.1090
O -4.0496 0.3041 -0.4175
C -2.7586 0.0875 -0.1484
O -1.9456 0.9710 -0.2973
N -2.4302 -1.1759 0.2474
N -1.0943 -1.4018 0.5453
H -5.9872 -0.1946 -0.1673
H -4.8882 -1.0871 0.8961
H -5.0054 -1.5021 -0.8404
H -3.0058 -1.9469 -0.0304
H -0.5599 -1.7434 -0.2480
H -1.0216 -2.0093 1.3403
O 0.6837 -1.5652 -3.6926
C 0.8034 -0.7876 -2.7514
O 0.7968 -1.0643 -1.4883
C 0.8929 0.7023 -3.0496
C 0.3655 1.2137 -4.2236
C 0.2916 2.5845 -4.4308
C 0.7273 3.4629 -3.4523
C 1.2640 2.9450 -2.2897
C 1.3891 1.5761 -2.0909
N 1.6912 3.8810 -1.2354
O 1.9076 5.0333 -1.5428
O 1.8655 3.4400 -0.1091
H -0.0072 0.5121 -4.9610
H -0.1192 2.9721 -5.3545
H 0.6510 4.5356 -3.5683
H 2.0059 1.2054 -1.2758
C 1.3574 1.0568 1.8973
C 1.4131 -0.2824 2.4377
C 2.5381 -1.0986 2.2668
C 2.5947 -2.3654 2.8130
C 1.5227 -2.8499 3.5610
C 0.3921 -2.0480 3.7455
C 0.3402 -0.7907 3.1859
C 1.5790 -4.1588 4.1597
N 1.6154 -5.2015 4.6445
H 2.2918 1.5178 1.6099
H 0.6343 1.7422 2.3228
H 3.3721 -0.7213 1.6844
H 3.4684 -2.9888 2.6697
H -0.4330 -2.4273 4.3356
H -0.5353 -0.1687 3.3238
*
```

## Properties
- HOMO (alpha / beta) (eV) = -8.776 / -8.421
- HOMO-LUMO gap (alpha / beta) (eV) = 6.74 / 6.96
- ΔE to the lowest compared entry with this formula, charge and spin (kcal per mole) = 2.20

Entry 3:
C17H16O2S | ωB97M-V with the def2-TZVPD basis set

```
! RIJCOSX wB97M-V def2-TZVPD def2/J DEFGRID3
* xyz 0 1
C -5.1155 -3.2059 -2.8330
O -4.9471 -1.9605 -3.4683
C -4.0677 -1.0743 -2.9301
C -3.9597 0.1551 -3.5855
C -3.1027 1.1254 -3.1088
C -2.3211 0.8897 -1.9897
C -2.4116 -0.3345 -1.3369
C -1.6273 -0.6554 -0.1130
O -2.0616 -1.4281 0.7256
C -0.3096 -0.0220 0.0084
C 0.4035 -0.1532 1.1396
C 1.7123 0.3842 1.4240
C 2.4541 1.1306 0.4988
C 3.6971 1.6198 0.8214
C 4.2486 1.3832 2.0823
S 5.8451 2.0626 2.3746
C 6.2361 1.5660 4.0765
C 3.5272 0.6444 3.0126
C 2.2804 0.1565 2.6811
C -3.2955 -1.3073 -1.8014
H -4.1856 -3.7832 -2.8289
H -5.4733 -3.0870 -1.8057
H -5.8659 -3.7353 -3.4180
H -4.5669 0.3246 -4.4606
H -3.0422 2.0774 -3.6151
H -1.6754 1.6681 -1.6134
H 0.0616 0.5195 -0.8467
H -0.0570 -0.7234 1.9388
H 2.0517 1.3263 -0.4827
H 4.2653 2.1938 0.1049
H 6.2654 0.4829 4.1505
H 5.5110 1.9915 4.7640
H 7.2207 1.9755 4.2802
H 3.9258 0.4439 3.9943
H 1.7287 -0.4168 3.4123
H -3.3487 -2.2340 -1.2519
*
```

## Properties
- HOMO (eV) = -8.027
- SMILES = COc1cccc(C(=O)/C=C/c2ccc(SC)cc2)c1
- HOMO-LUMO gap (eV) = 7.64
- ΔE to the lowest compared entry with this formula, charge and spin (kcal per mole) = 0.00

Entry 4:
C17H17BN2O5 | ωB97M-V with the def2-TZVPD basis set

```
! RIJCOSX wB97M-V def2-TZVPD def2/J DEFGRID3
* xyz 0 1
N 3.3605 1.1782 3.0175
C 2.8422 2.3479 2.2836
C 1.4653 2.1506 1.6675
C 1.3098 2.4701 0.3033
C 0.0732 2.2546 -0.3468
C -0.9770 1.7033 0.4241
C -2.0885 1.0583 -0.3275
O -2.5398 1.5463 -1.3474
N -2.5616 -0.2181 0.1480
C -3.0335 -1.2182 -0.7602
C -2.4682 -1.2741 -2.2044
C -0.9479 -1.0788 -2.1676
C -0.3068 -0.3655 -3.1536
C 1.0902 -0.1720 -3.0255
C 1.7345 -0.5838 -1.8701
C 1.1238 -1.3310 -0.8637
C 1.7948 -1.7262 0.3721
O 2.6170 -1.0358 0.9286
O 1.4997 -2.9722 0.7464
C -0.2483 -1.5340 -1.0545
O -0.9023 -2.3314 -0.1020
B -2.3151 -2.4282 -0.0182
O -3.1400 -3.3871 0.5470
C -0.8207 1.4122 1.7398
C 0.3934 1.6734 2.3705
H 3.2091 0.4289 2.3004
H 2.7436 0.9660 3.8050
H 3.5466 2.8247 1.6056
H 2.7213 3.1343 3.0921
H 2.2702 2.6223 -0.2435
H -0.0633 2.5831 -1.3641
H -2.1818 -0.7050 1.0320
H -4.0474 -1.4690 -0.5723
H -3.0182 -0.5335 -2.8563
H -2.5841 -2.3216 -2.5529
H -0.8107 0.0197 -3.9967
H 1.5679 0.5961 -3.6422
H 2.7044 -0.1484 -1.7735
H 2.1761 -3.3509 1.3911
H -4.1261 -3.4359 0.6152
H -1.6026 0.9935 2.3903
H 0.5401 1.6575 3.4626
*
```

## Properties
- HOMO (eV) = -8.892
- SMILES = NCc1ccc(C(=O)N[C@H]2Cc3cccc(C(=O)O)c3OB2O)cc1
- HOMO-LUMO gap (eV) = 9.06

Entry 5:
C17H17ClN2O2S2 | ωB97M-V with the def2-TZVPD basis set

```
! RIJCOSX wB97M-V def2-TZVPD def2/J DEFGRID3
* xyz 0 1
O 1.0386 0.3501 1.3818
C 2.0157 0.8631 0.8570
C 1.8975 2.2181 0.1667
C 1.3740 2.0132 -1.2634
N 0.2453 1.1080 -1.2489
C -0.9882 1.5530 -0.8062
O -1.2365 2.7149 -0.5907
C -1.9269 0.4254 -0.6820
C -3.1992 0.6433 -0.2925
C -4.2860 -0.2794 -0.0981
C -4.1162 -1.6696 -0.1212
C -5.1746 -2.5304 0.0792
C -6.4462 -2.0275 0.3084
C -6.6492 -0.6590 0.3398
C -5.5854 0.2039 0.1424
Cl -5.9070 1.9005 0.1844
S -1.1186 -1.0617 -1.1160
C 0.3862 -0.2254 -1.4467
S 1.7397 -0.9753 -1.9635
N 3.2075 0.2516 0.8279
C 4.4090 0.6863 0.1395
C 5.4267 -0.4161 0.4343
C 4.5475 -1.6542 0.5890
C 3.3482 -1.1009 1.3465
H 1.1592 2.7987 0.7231
H 2.8393 2.7605 0.1390
H 1.0290 2.9648 -1.6749
H 2.1394 1.5797 -1.9106
H -3.4253 1.6886 -0.1100
H -3.1307 -2.0744 -0.2851
H -5.0092 -3.5965 0.0583
H -7.2786 -2.6963 0.4642
H -7.6334 -0.2549 0.5183
H 4.7454 1.6606 0.5046
H 4.2237 0.7544 -0.9381
H 6.1631 -0.5141 -0.3601
H 5.9458 -0.2078 1.3708
H 5.0410 -2.4623 1.1233
H 4.2317 -2.0135 -0.3908
H 2.4239 -1.6548 1.1743
H 3.5340 -1.0648 2.4258
*
```

## Properties
- HOMO (eV) = -8.371
- SMILES = O=C(CCN1C(=O)/C(=C/c2ccccc2Cl)SC1=S)N1CCCC1
- HOMO-LUMO gap (eV) = 7.53
- ΔE to the lowest compared entry with this formula, charge and spin (kcal per mole) = 5.40

Entry 6:
C17H17F6N5O5PdS2SeSi | ωB97M-V with the def2-TZVPD basis set

```
! RIJCOSX wB97M-V def2-TZVPD def2/J DEFGRID3
* xyz 2 5
Pd 0.5211 -0.4012 -0.9840
Se -6.9791 1.1923 -1.5912
N -6.0656 -0.3875 -1.3398
C -4.8037 -0.0181 -1.2910
C -3.7277 -0.9628 -1.1038
C -3.9530 -2.3412 -0.9597
C -2.8849 -3.1869 -0.7776
C -1.5944 -2.6551 -0.7403
N -1.3704 -1.3537 -0.8813
C -2.4064 -0.5048 -1.0626
C -2.1015 0.8960 -1.2081
N -0.8017 1.2636 -1.1669
C -0.4681 2.5390 -1.3053
C -1.4314 3.5360 -1.4904
C -2.7591 3.1894 -1.5306
C -3.1232 1.8367 -1.3886
C -4.4925 1.4029 -1.4302
N -5.5005 2.2510 -1.5942
H -4.9695 -2.7112 -0.9932
H -3.0202 -4.2522 -0.6615
H -0.7298 -3.2855 -0.5906
H 0.5859 2.7756 -1.2657
H -1.1089 4.5611 -1.5991
H -3.5361 3.9292 -1.6716
F 5.5060 0.5486 -0.0046
C 4.6290 0.9037 0.9014
F 4.6822 2.1935 1.1348
F 4.7644 0.2242 2.0116
S 2.8927 0.6034 0.1407
O 2.4106 1.8748 -0.2947
O 1.9945 -0.0133 1.2090
N 2.9246 -0.4177 -1.0569
S 3.7790 -1.8585 -0.8333
O 4.2003 -1.9645 0.5210
O 4.6284 -2.0244 -1.9483
C 2.4246 -3.0969 -1.0283
F 2.9456 -4.2950 -1.0288
F 1.7375 -2.8968 -2.1610
F 1.5554 -2.9748 -0.0104
C -0.0419 1.6791 2.2864
Si 1.2622 0.4750 2.8128
C 0.6485 -1.1820 3.3378
C 2.5897 1.2144 3.8507
H -0.5259 2.0939 3.1743
H -0.8217 1.2076 1.6835
H 0.3856 2.5141 1.7284
H 0.0688 -1.0967 4.2597
H 1.4701 -1.8750 3.5225
H -0.0107 -1.6149 2.5809
H 2.1277 1.5116 4.7973
H 3.0156 2.1198 3.4141
H 3.3884 0.5129 4.0854
O 0.4431 -0.4742 -3.2022
H 0.5799 -1.3340 -3.6240
H 1.0666 0.1293 -3.6325
*
```

## Properties
- HOMO (alpha / beta) (eV) = -11.784 / -14.873
- HOMO-LUMO gap (alpha / beta) (eV) = 5.15 / 5.81
- ΔE to the lowest compared entry with this formula, charge and spin (kcal per mole) = 11.41

> What is the formula in the fourth record?

C17H17BN2O5